Formula: C20H14F16KN9O4S2
Source: the OMol25 dataset
Level of theory: wB97M-V/def2-TZVPD

XYZ file:
```
66
Properties=species:S:1:pos:R:3:forces:R:3:lowdin_charge:R:1
K -0.427 -0.036 -0.864 1.04 -0.32 0.19 0.78
C -0.066 3.001 0.457 0.02 0.00 0.12 -0.10
N 0.299 1.805 1.180 -0.16 -0.19 -0.06 -0.26
C -0.731 1.366 2.115 0.01 -0.15 0.07 -0.20
C -0.573 -0.080 2.625 0.05 0.10 0.19 -0.25
N -0.583 -1.009 1.532 -0.17 0.01 -0.36 -0.04
C -0.686 -2.310 1.695 0.08 -0.07 0.22 -0.23
C -0.764 -3.175 0.547 -0.08 0.01 0.20 -0.15
F -0.734 -2.628 -0.700 -0.09 0.00 0.21 0.00
C -0.896 -4.537 0.612 0.05 -0.09 0.05 -0.17
F -0.978 -5.258 -0.524 -0.01 0.01 0.01 0.09
C -0.939 -5.202 1.831 0.01 -0.02 -0.07 -0.18
F -1.054 -6.555 1.887 0.00 0.02 0.01 0.05
C -0.834 -4.437 2.974 -0.01 0.04 -0.06 -0.17
F -0.850 -5.045 4.179 -0.01 -0.01 -0.01 0.08
C -0.714 -3.064 2.911 0.01 -0.03 0.00 -0.14
F -0.599 -2.422 4.109 0.01 0.01 -0.02 0.04
C 1.620 1.915 1.774 0.08 0.04 -0.03 -0.20
C 2.749 1.539 0.806 0.02 0.11 0.06 -0.25
N 2.656 0.186 0.312 0.01 0.19 0.08 -0.01
C 2.852 -0.809 1.168 -0.02 -0.13 -0.11 -0.23
C 2.553 -2.131 0.705 0.01 -0.02 0.04 -0.16
F 2.089 -2.255 -0.557 0.02 0.01 -0.01 0.07
C 2.679 -3.272 1.450 0.03 -0.01 0.07 -0.17
F 2.366 -4.469 0.920 0.00 0.01 -0.01 0.10
C 3.131 -3.216 2.766 -0.01 0.00 -0.02 -0.17
F 3.269 -4.344 3.505 0.00 0.02 0.01 0.06
C 3.456 -1.978 3.270 -0.02 -0.02 -0.06 -0.17
F 3.932 -1.879 4.530 0.00 -0.02 0.00 0.07
C 3.339 -0.827 2.506 0.01 -0.04 0.03 -0.14
F 3.758 0.319 3.128 -0.01 0.02 -0.05 0.03
H -0.158 3.883 1.121 -0.06 0.00 -0.03 0.09
H -1.019 2.863 -0.062 -0.02 0.03 0.02 0.07
H 0.697 3.230 -0.289 -0.01 0.00 -0.03 0.08
H -1.696 1.435 1.602 0.01 -0.01 -0.03 0.10
H -0.784 2.046 2.989 -0.01 -0.02 0.02 0.12
H -1.400 -0.240 3.335 -0.03 0.06 -0.03 0.11
H 0.339 -0.152 3.238 0.03 0.00 -0.04 0.10
H 1.670 1.253 2.635 0.00 -0.03 -0.02 0.09
H 1.780 2.942 2.160 0.02 -0.01 0.00 0.12
H 3.696 1.774 1.315 0.00 -0.01 -0.02 0.10
H 2.711 2.215 -0.059 -0.05 -0.04 -0.03 0.08
F -3.855 2.960 0.525 -0.04 -0.08 -0.02 0.13
C -4.693 2.074 -0.017 0.00 0.04 -0.07 -0.67
F -5.098 1.234 0.940 0.01 0.06 -0.08 0.13
F -5.766 2.734 -0.473 0.10 -0.01 0.02 0.12
S -3.887 1.088 -1.360 -0.17 0.17 0.04 0.59
O -2.929 0.280 -0.662 -0.20 0.07 -0.05 -0.36
O -4.969 0.436 -2.032 -0.11 -0.08 -0.04 -0.27
N -3.285 2.291 -2.190 0.00 0.21 -0.11 -0.29
S -2.125 2.215 -3.232 -0.56 -0.07 0.06 0.55
O -1.720 3.527 -3.637 0.06 0.14 0.04 -0.29
O -1.118 1.246 -2.910 0.28 0.08 -0.43 -0.40
C -2.929 1.532 -4.756 0.01 -0.01 0.01 -0.67
F -3.167 0.228 -4.635 -0.01 0.08 0.02 0.14
F -2.123 1.716 -5.814 0.00 -0.03 0.05 0.11
F -4.085 2.154 -5.009 0.08 -0.01 -0.01 0.13
N 1.699 2.918 -5.071 -0.12 0.06 0.04 0.12
N 1.891 1.769 -4.302 0.05 -0.01 0.10 -0.32
N 2.378 1.809 -3.085 -0.22 -0.06 -0.23 0.12
C 2.336 0.512 -2.760 0.04 0.37 0.31 -0.23
N 1.850 -0.238 -3.756 0.10 -0.18 -0.08 0.02
N 1.578 0.588 -4.743 -0.14 0.05 -0.05 0.04
H 1.341 3.611 -4.418 0.01 0.00 0.00 0.09
H 0.924 2.685 -5.687 0.04 0.00 -0.03 0.08
H 2.596 0.188 -1.750 0.07 -0.24 0.00 0.06
```
Positions in Å, forces in eV/Å.

## Properties
* maximum force: 0.0215 hartree/bohr
* total energy: -4558.46230 a.u.
* highest occupied orbital energy: -0.05151 hartree
* gap between HOMO and LUMO: 5.382 eV
* charge: -2



Formula: H12O5S2
Source: the OMol25 dataset
Level of theory: wB97M-V/def2-TZVPD

XYZ file:
```
19
Properties=species:S:1:pos:R:3:forces:R:3:lowdin_charge:R:1
S 0.741 0.810 -2.167 0.13 0.33 0.11 0.25
S 2.293 0.556 -0.797 -0.04 -0.08 -0.44 0.29
H 0.334 2.049 -1.783 0.14 -0.44 0.11 -0.19
H 1.781 -0.519 -0.173 0.07 0.17 -0.01 -0.21
O -1.277 -2.029 -0.910 -1.52 -0.52 0.31 -0.10
H -1.894 -2.737 -0.611 0.97 0.36 -0.25 0.07
H -1.939 -1.306 -0.993 0.88 0.04 0.29 0.02
O -1.817 -0.971 2.950 1.44 0.26 -1.09 -0.05
H -2.560 -0.856 3.527 -0.39 0.65 0.32 0.04
H -1.406 -0.120 2.655 -0.93 -0.68 0.86 0.04
O -2.500 0.359 -0.015 -1.26 -0.89 -0.52 -0.07
H -1.847 0.552 0.668 0.24 0.90 -0.93 0.00
H -2.544 0.886 -0.832 0.87 0.26 1.21 0.06
O 0.582 -1.223 1.476 1.16 0.17 -2.81 -0.06
H 0.048 -1.456 2.184 -1.52 -0.71 2.64 -0.02
H 0.047 -1.564 0.733 0.16 -0.02 -0.17 0.04
O 0.042 1.434 1.408 -0.49 0.57 0.24 -0.11
H 0.442 0.627 1.053 0.32 0.04 0.38 -0.05
H 0.755 2.010 1.723 -0.25 -0.42 -0.24 0.06
```
Positions in Å, forces in eV/Å.

## Properties
* maximum force: 0.0608 hartree/bohr
* total energy: -1179.75339 a.u.
* highest occupied orbital energy: -0.33329 hartree
* gap between HOMO and LUMO: 9.317 eV
* charge: 0
* SMILES: SS.O.O.O.O.O



Formula: C13H22N3
Source: the OMol25 dataset
Level of theory: wB97M-V/def2-TZVPD

XYZ file:
```
38
Properties=species:S:1:pos:R:3:forces:R:3:lowdin_charge:R:1
C -3.965 -1.761 -0.764 0.18 0.01 0.62 -0.05
N -2.882 -1.655 0.308 0.19 0.84 -0.07 -0.01
N -1.551 -1.103 -0.197 -1.35 -2.82 -4.65 0.08
C -0.458 -0.390 0.560 1.05 1.69 3.67 -0.24
C -0.891 1.056 0.431 1.26 0.45 0.62 -0.24
C -0.316 1.919 -0.512 -0.72 0.88 -0.30 -0.05
C -0.634 3.297 -0.474 -0.34 -1.05 0.00 -0.04
C -1.547 3.781 0.470 0.79 -0.26 -0.21 -0.06
C -2.086 2.895 1.391 -0.61 0.28 0.31 -0.06
C -1.734 1.553 1.400 -0.71 0.21 -0.13 -0.04
N 0.924 -0.529 0.075 -0.16 -1.21 -0.18 -0.10
C 1.533 -1.871 0.295 0.04 0.11 -0.03 -0.19
C 2.673 -2.066 -0.710 0.27 -0.11 -0.41 -0.17
C 3.768 -0.966 -0.623 -0.03 -1.36 0.26 -0.20
C 3.177 0.397 -0.460 -0.52 0.42 -0.26 -0.19
C 2.012 0.434 0.524 -0.34 0.08 0.06 -0.15
H -4.907 -1.570 -0.242 0.24 0.17 0.07 0.09
H -3.856 -0.979 -1.508 0.13 0.18 -0.07 0.08
H -4.132 -2.727 -1.280 0.89 0.30 0.35 0.09
H -2.733 -2.575 0.692 0.54 -0.12 0.21 0.11
H -1.954 -0.479 -1.000 1.52 -0.95 1.72 0.20
H -1.063 -1.907 -0.690 -0.55 0.99 0.28 0.18
H -0.503 -0.760 1.699 -0.46 0.65 -2.33 0.20
H 0.334 1.549 -1.306 -0.07 0.04 0.37 0.12
H -0.211 3.957 -1.220 0.05 0.00 0.08 0.11
H -1.763 4.846 0.503 -0.15 -0.26 0.00 0.12
H -2.829 3.254 2.101 0.25 -0.04 -0.01 0.11
H -2.184 0.852 2.097 0.09 0.26 0.16 0.12
H 0.766 -2.658 0.158 0.36 0.21 0.13 0.11
H 1.967 -1.949 1.329 -0.63 -0.01 -0.57 0.14
H 2.258 -2.055 -1.731 -0.02 -0.04 0.29 0.11
H 3.131 -3.060 -0.564 -0.19 0.39 -0.02 0.12
H 4.427 -1.198 0.222 -0.10 0.05 0.00 0.12
H 4.393 -1.024 -1.518 -0.04 0.04 0.10 0.12
H 3.941 1.110 -0.168 0.07 0.14 0.34 0.12
H 2.825 0.763 -1.415 -0.28 0.07 -0.40 0.11
H 1.668 1.453 0.612 -0.32 0.04 -0.05 0.10
H 2.403 0.166 1.515 -0.36 -0.28 0.05 0.13
```
Positions in Å, forces in eV/Å.

## Properties
* maximum force: 0.1090 hartree/bohr
* total energy: -672.49212 a.u.
* highest occupied orbital energy: -0.46039 hartree
* gap between HOMO and LUMO: 9.668 eV
* charge: +1
* SMILES: CN[NH2+][C@H](c1ccccc1)N1CCCCC1



| no. | lowest unoccupied orbital energy (eV) |
| --- | --- |
| 1 | 4.0 |
| 2 | 0.2 |
| 3 | -2.9 |